Entry 1:
ORCA calculation (ωB97M-V/def2-TZVPD) on a structure of composition C43H37F3GeMoN3O2.

Summary:
Total charge: +1
2S+1: 1
LUMO level (alpha / beta), eV: -4.62 / -4.62
Orbital gap (alpha / beta), eV: 6.321 / 6.322
Relative energy (zero: lowest compared OMol25 entry of this formula, charge and spin), eV: 1.408
Max |F|, hartree/bohr: 0.052
Calculated total energy, Ha: -4420.0120

Last column: Löwdin charge in e.
CARTESIAN COORDINATES (ANGSTROEM)
Mo 0.09 0.06 1.37  1.514
C -3.60 0.63 1.99  -0.057
C -2.70 0.95 0.82  -0.194
C -2.37 2.41 0.68  -0.170
C -3.27 3.26 0.07  -0.029
C -2.97 4.61 -0.07  -0.056
C -1.73 5.08 0.33  -0.027
C -0.79 4.25 0.94  -0.162
C 0.61 4.78 1.16  -0.186
C 1.51 4.42 -0.03  -0.072
C -1.16 2.92 1.17  -0.163
N -0.31 2.03 1.90  -0.075
C 0.26 2.42 3.03  -0.038
C 1.31 1.64 3.47  -0.296
C 2.19 1.66 4.57  0.012
C 3.05 0.59 4.39  -0.043
C 2.67 -0.05 3.20  -0.106
N 1.64 0.58 2.63  -0.092
H -3.79 -0.44 2.08  0.081
H -4.56 1.14 1.84  0.095
H -3.17 0.98 2.93  0.080
H -3.10 0.57 -0.12  0.123
H -1.73 0.41 0.94  0.001
H -4.21 2.87 -0.30  0.127
H -3.68 5.28 -0.54  0.115
H -1.47 6.12 0.16  0.122
H 1.07 4.39 2.06  0.085
H 0.57 5.87 1.27  0.116
H 1.58 3.34 -0.14  0.061
H 2.51 4.82 0.10  0.079
H 1.09 4.83 -0.96  0.074
H -0.09 3.29 3.57  0.158
H 2.19 2.38 5.37  0.124
H 3.86 0.28 5.04  0.110
H 3.13 -0.91 2.73  0.111
F -1.81 0.14 5.37  0.143
C -1.82 -1.17 5.04  -0.565
F -1.56 -1.88 6.12  0.182
F -3.05 -1.47 4.61  0.157
C -0.76 -1.40 3.94  -0.495
O 0.29 -1.92 4.23  0.105
O -1.18 -0.92 2.78  -0.190
N 1.02 -1.76 1.33  0.075
C 1.28 -2.86 1.50  -0.035
C 1.61 -4.24 1.70  -0.196
C 1.32 -5.15 0.69  -0.009
C 1.59 -6.49 0.90  -0.051
C 2.16 -6.90 2.10  -0.043
C 2.45 -5.98 3.10  -0.048
C 2.17 -4.64 2.91  -0.008
H 0.88 -4.81 -0.25  0.116
H 1.36 -7.22 0.13  0.116
H 2.39 -7.95 2.26  0.117
H 2.89 -6.31 4.04  0.117
H 2.37 -3.91 3.68  0.124
C 0.64 0.33 -0.32  -0.258
Ge 0.41 -0.03 -2.24  0.917
C 1.95 0.11 -3.38  -0.302
C 1.91 0.94 -4.50  -0.095
C 3.00 0.98 -5.37  -0.071
C 4.11 0.19 -5.13  -0.074
C 4.15 -0.64 -4.02  -0.078
C 3.08 -0.68 -3.15  -0.115
C -1.02 1.18 -2.77  -0.288
C -2.29 0.70 -3.10  -0.100
C -3.28 1.57 -3.54  -0.076
C -3.01 2.93 -3.64  -0.080
C -1.75 3.42 -3.30  -0.080
C -0.76 2.55 -2.87  -0.116
C -0.29 -1.87 -2.27  -0.286
C -1.22 -2.33 -1.35  -0.140
C -1.81 -3.58 -1.49  -0.083
C -1.46 -4.40 -2.56  -0.083
C -0.51 -3.96 -3.47  -0.072
C 0.07 -2.70 -3.34  -0.090
H 1.04 1.56 -4.69  0.094
H 2.97 1.63 -6.24  0.109
H 4.95 0.21 -5.82  0.108
H 5.03 -1.26 -3.83  0.107
H 3.11 -1.34 -2.28  0.102
H -2.49 -0.37 -3.04  0.097
H -4.26 1.19 -3.80  0.108
H -3.78 3.61 -4.00  0.108
H -1.55 4.48 -3.39  0.109
H 0.22 2.94 -2.62  0.098
H -1.51 -1.72 -0.52  0.068
H -2.55 -3.92 -0.77  0.109
H -1.92 -5.37 -2.68  0.108
H -0.22 -4.60 -4.30  0.109
H 0.80 -2.37 -4.06  0.101

Entry 2:
ORCA calculation (ωB97M-V/def2-TZVPD) on a structure of composition C26H28N11O2SSeSnTe4.

Summary:
Total charge: -1
2S+1: 1
LUMO level, eV: 0.93
Orbital gap, eV: 3.508
Relative energy (zero: lowest compared OMol25 entry of this formula, charge and spin), eV: 2.546
Max |F|, hartree/bohr: 0.043
Calculated total energy, Ha: -5846.4837

Last column: Löwdin charge in e.
CARTESIAN COORDINATES (ANGSTROEM)
Sn 0.11 1.13 -0.40  0.950
N 0.84 6.37 4.72  0.107
C 1.43 5.50 3.82  -0.357
C 1.90 4.25 4.25  -0.058
C 2.36 3.33 3.35  -0.080
C 2.42 3.66 2.00  -0.339
C 2.03 4.92 1.57  -0.129
C 1.55 5.84 2.47  -0.063
S 2.74 2.42 0.81  0.550
O 2.13 2.86 -0.45  -0.468
O 4.16 2.13 0.74  -0.312
N 1.93 1.13 1.41  -0.186
C 2.54 0.01 0.88  -0.597
N 2.65 -0.04 -0.47  0.029
C 3.38 -1.00 -1.01  -0.165
C 3.94 -2.01 -0.25  -0.073
C 3.65 -1.97 1.11  -0.144
N 2.98 -0.97 1.67  0.141
H 0.38 5.92 5.50  0.070
H 0.23 7.07 4.32  0.029
H 1.82 3.99 5.30  0.109
H 2.63 2.33 3.67  0.111
H 2.03 5.15 0.51  0.103
H 1.16 6.78 2.12  0.108
H 3.50 -0.97 -2.09  0.106
H 4.55 -2.79 -0.68  0.088
H 3.98 -2.76 1.77  0.100
N -0.10 0.28 -4.48  0.108
C 1.20 0.70 -4.56  -0.078
C 1.38 1.57 -3.53  -0.113
N 0.21 1.69 -2.82  0.002
C -0.66 0.90 -3.40  -0.338
C -1.95 0.55 -2.85  -0.343
N -2.35 0.81 -1.63  0.052
C -3.52 0.12 -1.47  -0.121
C -3.85 -0.54 -2.61  -0.091
N -2.84 -0.26 -3.50  0.104
H -0.52 -0.44 -5.04  0.145
H 1.86 0.37 -5.35  0.108
H 2.26 2.10 -3.22  0.116
H -4.07 0.17 -0.54  0.104
H -4.70 -1.14 -2.88  0.108
H -2.81 -0.56 -4.46  0.146
Te -1.83 3.31 3.27  0.016
Te -2.49 6.01 2.68  -0.256
Te -3.01 7.17 5.08  -0.416
Te -1.14 3.71 0.57  0.074
C -2.69 -4.03 -0.76  -0.032
N -1.63 -4.57 -1.59  -0.131
C -1.57 -5.85 -2.10  -0.056
C -0.40 -5.97 -2.76  -0.057
N 0.24 -4.75 -2.65  -0.138
C 1.58 -4.45 -3.11  -0.043
C -0.51 -3.89 -1.92  -0.711
Se -0.08 -2.17 -1.42  0.663
H -3.63 -4.53 -1.01  0.091
H -2.77 -2.96 -0.94  0.048
H -2.46 -4.17 0.30  0.089
H -2.37 -6.56 -1.95  0.117
H 0.02 -6.79 -3.30  0.115
H 1.84 -5.15 -3.91  0.088
H 2.29 -4.53 -2.29  0.094
H 1.61 -3.42 -3.47  0.060
C -2.74 -2.30 2.88  -0.095
C -1.37 -2.37 2.68  -0.076
C -0.72 -1.26 2.16  -0.163
N -1.35 -0.13 1.87  0.019
C -2.67 -0.06 2.06  -0.202
C -3.40 -1.13 2.55  -0.067
H -3.28 -3.14 3.30  0.099
H -0.80 -3.26 2.92  0.101
H 0.35 -1.27 1.99  0.083
H -3.13 0.89 1.83  0.051
H -4.47 -1.02 2.70  0.101

Entry 3:
ORCA calculation (ωB97M-V/def2-TZVPD) on the molecule C24H38N6O4.

Summary:
2S+1: 1
LUMO level, eV: 0.51
Orbital gap, eV: 8.966
SMILES string: CCCCn1c(N)c(N(CC)C(=O)CCNC(=O)N[C@]23C[C@H]4C[C@H](C[C@H](C4)C2)C3)c(=O)[nH]c1=O
Max |F|, hartree/bohr: 0.014
Calculated total energy, Ha: -1567.0049

Last column: Löwdin charge in e.
CARTESIAN COORDINATES (ANGSTROEM)
C -3.18 2.46 0.34  -0.103
C -4.02 1.66 1.33  -0.252
C -3.43 0.29 1.64  -0.183
C -3.53 -0.66 0.44  -0.130
N -2.99 -1.98 0.73  0.065
C -1.63 -2.19 0.78  -0.225
N -0.81 -1.11 0.67  0.207
C -1.13 -3.46 0.96  -0.122
N 0.27 -3.68 0.89  -0.016
C 0.95 -4.02 2.13  -0.175
C 1.07 -2.82 3.07  -0.066
C 0.97 -3.66 -0.27  -0.429
O 2.19 -3.77 -0.29  0.056
C 0.15 -3.47 -1.54  -0.064
C 1.02 -2.91 -2.68  -0.161
N 1.87 -1.81 -2.27  0.061
C 1.33 -0.64 -1.81  -0.548
O 0.14 -0.36 -1.90  0.033
N 2.26 0.18 -1.23  0.142
C 2.09 1.61 -1.00  -0.423
C 1.75 2.34 -2.31  -0.072
C 1.62 3.84 -2.04  -0.286
C 0.51 4.08 -1.02  -0.115
C 0.85 3.36 0.28  -0.292
C 2.16 3.90 0.84  -0.118
C 3.27 3.66 -0.18  -0.289
C 2.94 4.38 -1.49  -0.119
C 3.40 2.16 -0.45  -0.085
C 0.97 1.86 0.01  -0.088
C -1.99 -4.58 1.23  -0.410
O -1.66 -5.73 1.42  0.078
N -3.34 -4.21 1.25  0.214
C -3.90 -2.99 0.99  -0.468
O -5.09 -2.81 0.97  0.087
H -2.16 2.55 0.69  0.056
H -3.17 1.99 -0.64  0.069
H -3.59 3.46 0.22  0.074
H -5.03 1.54 0.94  0.110
H -4.08 2.23 2.26  0.107
H -2.38 0.40 1.94  0.102
H -3.98 -0.16 2.47  0.120
H -3.02 -0.25 -0.44  0.121
H -4.58 -0.81 0.19  0.130
H -1.04 -0.40 0.00  0.076
H 0.17 -1.36 0.65  0.099
H 1.94 -4.40 1.87  0.119
H 0.38 -4.83 2.61  0.119
H 1.68 -2.05 2.61  0.071
H 0.08 -2.41 3.29  0.069
H 1.54 -3.13 4.00  0.073
H -0.67 -2.78 -1.37  0.097
H -0.26 -4.44 -1.82  0.136
H 1.67 -3.69 -3.08  0.124
H 0.36 -2.55 -3.48  0.123
H 2.73 -2.12 -1.84  0.125
H 3.22 -0.11 -1.33  0.139
H 2.54 2.16 -3.04  0.131
H 0.82 1.94 -2.71  0.122
H 1.38 4.35 -2.98  0.142
H 0.40 5.16 -0.84  0.122
H -0.44 3.71 -1.42  0.119
H 0.05 3.54 1.01  0.132
H 2.07 4.97 1.04  0.121
H 2.40 3.40 1.78  0.121
H 4.22 4.04 0.21  0.141
H 3.74 4.22 -2.22  0.120
H 2.86 5.45 -1.31  0.120
H 4.21 1.98 -1.16  0.127
H 3.65 1.63 0.48  0.129
H 0.03 1.49 -0.41  0.097
H 1.18 1.32 0.94  0.129
H -4.00 -4.96 1.43  0.171